{"formula": "C20H31AlF4INO5S3Si", "method": "ωB97M-V/def2-TZVPD", "elements": ["C", "C", "C", "O", "C", "O", "C", "S", "N", "C", "C", "C", "O", "C", "C", "I", "C", "C", "C", "C", "S", "C", "Si", "C", "C", "C", "O", "C", "O", "C", "S", "H", "H", "H", "H", "H", "H", "H", "H", "H", "H", "H", "H", "H", "H", "H", "H", "H", "H", "H", "H", "H", "H", "H", "H", "H", "H", "H", "H", "H", "H", "H", "F", "Al", "F", "F", "F"], "xyz": [[4.82470, -2.35098, 0.35344], [3.74139, -1.66593, -0.46484], [2.93778, -2.64527, -1.28595], [2.04564, -3.33447, -0.36261], [0.92303, -3.83231, -0.91373], [0.86194, -4.78965, -1.60485], [-0.32971, -3.07480, -0.49924], [0.06007, -1.29595, -0.48241], [-1.46883, -0.59764, -0.95263], [-1.83897, -0.71933, -2.25588], [-0.97108, -1.35113, -3.29902], [0.16587, -0.43666, -3.76296], [0.30673, -0.22696, -4.92625], [-3.06070, -0.20408, -2.64660], [-3.88308, 0.41607, -1.72103], [-5.68373, 1.12496, -2.46899], [-3.48115, 0.55665, -0.37881], [-4.40615, 1.23610, 0.59605], [-4.13020, 2.72645, 0.92730], [-2.86992, 3.36486, 0.36188], [-3.01834, 3.90600, -1.36178], [-2.23869, 0.04278, 0.01295], [-1.46417, 0.14117, 1.81413], [0.22730, 0.95399, 1.79457], [-2.43073, 1.08728, 3.09972], [-1.38657, -1.63009, 2.45119], [4.32635, -0.75112, -1.40103], [3.58889, 0.34938, -1.70760], [3.27331, 0.50651, -2.85089], [3.17237, 1.35373, -0.66499], [3.89783, 2.96962, -1.09104], [5.12788, -3.28781, -0.10322], [5.67664, -1.68424, 0.38817], [4.51257, -2.48813, 1.37979], [3.06283, -1.15130, 0.21802], [2.37362, -2.12277, -2.05680], [3.55773, -3.37544, -1.79787], [-0.69163, -3.41493, 0.46396], [-1.09965, -3.26821, -1.23712], [-1.58068, -1.48193, -4.18566], [-0.60478, -2.33325, -3.01422], [0.83227, 0.02413, -3.02553], [-3.36800, -0.27270, -3.67521], [-5.40654, 1.17616, 0.19068], [-4.44498, 0.63889, 1.50076], [-4.15138, 2.84169, 2.00507], [-4.97528, 3.30235, 0.55967], [-1.97837, 2.75691, 0.48477], [-2.68843, 4.28425, 0.90977], [-2.36517, 2.92415, -1.99041], [1.00092, 0.20643, 1.66992], [0.39683, 1.54131, 2.68958], [0.29935, 1.58870, 0.91152], [-3.41536, 0.70401, 3.34477], [-2.45796, 2.14750, 2.87424], [-1.82260, 0.99741, 3.99964], [-1.79956, -2.35506, 1.75795], [-2.00572, -1.69452, 3.34431], [-0.37480, -1.89793, 2.74144], [2.09817, 1.44717, -0.71499], [3.45466, 1.12675, 0.35842], [2.84034, 3.76516, -0.92490], [4.43149, 0.32940, 2.41486], [3.67238, 1.51099, 3.35204], [2.54994, 2.27094, 2.32516], [4.79964, 2.62030, 3.90149], [2.85248, 0.79449, 4.63181]], "atomic_forces_ev_per_a": [[0.0651, 0.4654, -0.1822], [0.3025, -0.1302, 0.4201], [-0.0210, -0.3695, -0.2492], [-0.0802, 0.6310, -0.0124], [-0.2740, 0.3210, 0.5751], [0.1191, -0.6541, -0.7352], [-0.1590, 0.1900, -0.2508], [0.2764, -0.0286, 0.2327], [-0.4414, -0.0010, 0.1250], [-0.3361, 0.1265, -0.0870], [-0.1516, 0.1417, 0.0660], [0.0735, -0.0286, 0.1063], [0.0692, 0.1046, -0.5382], [0.1514, 0.0741, 0.4416], [0.2305, -0.0525, -0.0149], [-0.0293, 0.0166, 0.0239], [-0.0165, 0.1030, -0.1259], [0.1234, -0.0462, 0.1027], [-0.2323, -0.1321, -0.2322], [-0.0422, 0.0183, 0.1854], [-0.0700, 0.1517, -0.2672], [0.0031, -0.1015, -0.4902], [0.7407, -0.3427, 0.9238], [-0.8964, -0.4111, -0.8628], [-0.0125, 0.0587, -0.2686], [-0.4441, 0.2260, -0.0104], [0.0871, 0.0273, 0.5507], [-0.3540, -0.1634, -0.6008], [-0.1633, 0.0745, -0.5835], [0.3885, 0.1666, 0.6595], [0.4522, 0.1437, -0.1767], [0.0487, -0.1610, 0.0389], [0.2136, 0.1073, 0.0511], [-0.1443, -0.2217, 0.1397], [-0.0211, 0.2730, -0.0107], [-0.2906, 0.1034, 0.0245], [0.1875, -0.0917, 0.0697], [0.1331, 0.0118, 0.2281], [-0.1223, -0.0791, -0.0460], [-0.1007, -0.1482, -0.1014], [0.2335, -0.0179, 0.0795], [0.1060, 0.0214, 0.2694], [0.0656, -0.1137, -0.1595], [-0.1752, -0.1046, -0.0746], [0.1574, 0.0408, 0.1723], [0.0822, 0.0378, 0.1347], [-0.0929, 0.1192, -0.0718], [0.1118, -0.0612, -0.0071], [0.1067, 0.1006, 0.0984], [0.0802, -0.1395, 0.1073], [0.2319, -0.0364, 0.2910], [0.0953, 0.0699, 0.0039], [0.1979, 0.3985, 0.0838], [-0.1876, 0.0637, -0.0198], [-0.1414, 0.1297, 0.0797], [0.1771, -0.1329, 0.0570], [0.0451, -0.2016, -0.0796], [-0.0400, 0.0007, 0.1364], [0.1656, -0.0881, -0.1237], [-0.3248, -0.0046, -0.0304], [0.0771, -0.2673, 0.0199], [-0.2371, -0.1917, 0.1327], [-0.0714, -0.3213, -0.3451], [0.2559, 0.3238, 0.1565], [0.0495, 0.0734, -0.0678], [0.0180, 0.0585, 0.0268], [-0.2493, -0.1298, 0.0117]], "relative_energy_kcal_mol": 0.0, "orbital_gap_ev": 6.21, "multiplicity": 1, "charge": 0}